(1)
Computed, not measured: a structure of composition C13H38Cl2O16P4 in a non-equilibrium geometry, with wB97M-V/def2-TZVPD.

HOMO in eV: -10.195
Relative energy (zero: lowest compared OMol25 entry of this formula, charge and spin) in kcal/mol: 0.0
DFT total energy in Ha: -4008.093219

ORCA input file:
```
! wB97M-V def2-TZVPD RIJCOSX def2/J DEFGRID3
* xyz 0 1
C -1.80493 2.62405 -0.69903
Cl -0.36562 3.34459 0.17214
Cl -1.27580 1.04262 -1.22367
H -2.60741 2.55757 -0.02101
H -1.92613 3.24739 -1.55702
C 1.18708 -2.70142 -3.56994
O 0.56588 -3.96367 -3.17192
P 0.55215 -4.21701 -1.63041
O 0.00925 -3.13708 -0.80574
O -0.17126 -5.60501 -1.35864
C 0.23135 -6.70886 -2.26470
O 2.05130 -4.53188 -1.30171
C 2.73591 -4.11730 -0.16454
H 1.30961 -2.68237 -4.65444
H 2.20137 -2.65465 -3.18071
H 0.67884 -1.79667 -3.26572
H -0.06587 -6.51209 -3.26384
H -0.27697 -7.57842 -1.77087
H 1.31318 -6.86742 -2.05444
H 2.23989 -3.24168 0.23868
H 3.77402 -4.01425 -0.47189
H 2.64173 -4.88368 0.59138
C 4.29012 2.67450 -1.40049
O 3.16258 2.20811 -2.12843
P 3.19988 0.83558 -2.93730
O 3.85773 -0.31225 -2.29937
O 1.70578 0.54967 -3.26252
C 0.93712 1.41481 -4.11210
O 3.85249 1.41664 -4.28493
C 4.52089 0.45453 -5.08652
H 4.12921 3.75845 -1.13306
H 5.17587 2.60595 -2.01941
H 4.49118 2.11108 -0.49554
H 1.58926 2.10008 -4.59102
H 0.25609 1.99326 -3.51071
H 0.51282 0.80209 -4.90926
H 3.94397 -0.05969 -5.88445
H 5.00541 -0.34297 -4.50974
H 5.35063 0.96155 -5.59629
C -3.18740 1.32014 3.49201
O -3.73603 2.69849 3.68876
P -4.90697 2.86650 2.67729
O -4.53365 2.62490 1.25435
O -6.09502 2.05438 3.28465
C -7.29903 1.85368 2.44345
O -5.33951 4.35039 3.01153
C -4.38011 5.39503 3.07234
H -3.22324 1.01523 2.46849
H -3.93025 0.60832 3.92762
H -2.20514 1.38084 3.94450
H -7.88108 2.83218 2.48246
H -7.88416 1.05921 2.95696
H -7.10534 1.58576 1.38063
H -3.80877 5.34461 4.04666
H -5.04798 6.23627 3.05506
H -3.75291 5.45573 2.19563
C -0.38883 -2.51525 2.16049
O 0.16741 -1.82624 3.34841
P 1.57852 -1.03378 3.17285
O 2.83740 -1.78567 3.22786
O 1.50935 0.07968 4.35058
C 0.33046 0.87822 4.36797
O 1.21503 -0.29065 1.78763
C 2.25105 0.33910 0.94483
H -1.22642 -3.16614 2.50545
H 0.30992 -3.10190 1.58163
H -0.75816 -1.72437 1.44589
H 0.16598 1.16524 5.42016
H -0.53892 0.39740 3.94648
H 0.47022 1.79464 3.71836
H 3.11157 0.48422 1.58174
H 1.84017 1.24429 0.50277
H 2.46329 -0.39466 0.14368
*
```

Atom charges from the Mulliken analysis, given in e for atoms 1 to 2: number 1, C, carries -0.061; number 2, Cl, carries -0.202

=====

(2)
Computed, not measured: a cluster of 2 separate species, C3H4INO in total in a non-equilibrium geometry, with wB97M-V/def2-TZVPD.

HOMO (spin up / spin down) in eV: -8.215 / -8.419
Relative energy (zero: lowest compared OMol25 entry of this formula, charge and spin) in kcal/mol: 117.8
DFT total energy in Ha: -544.117798

ORCA input file:
```
! wB97M-V def2-TZVPD RIJCOSX def2/J DEFGRID3
* xyz 0 3
C 0.70290 1.30439 -0.44858
C 1.01047 -0.41991 1.07618
C -0.17757 -1.21879 0.66853
N -0.91354 -0.93850 -0.26900
O 1.27617 0.65387 0.43730
I -2.49412 1.25546 -2.26244
H 1.20455 1.83027 -1.23531
H 1.48331 -0.57653 2.02988
H -1.78018 0.16461 -1.35038
H -0.31199 -2.05488 1.35381
*
```

Atom charges from the Mulliken analysis, given in e for atoms 1 to 2: number 1, C, carries -0.134; number 2, C, carries -0.277

=====

(3)
Computed, not measured: the molecule C5H10O4 in a non-equilibrium geometry, with wB97M-V/def2-TZVPD.

HOMO in eV: -9.456
Relative energy (zero: lowest compared OMol25 entry of this formula, charge and spin) in kcal/mol: 93.8
DFT total energy in Ha: -497.358808

ORCA input file:
```
! wB97M-V def2-TZVPD RIJCOSX def2/J DEFGRID3
* xyz 0 1
C 2.06445 0.61212 0.55979
O 0.71273 0.44326 0.85453
C -0.21888 -0.24313 -0.07120
C -0.20299 0.66939 -1.41904
O 0.76993 0.67662 -2.11870
C 0.17936 -1.63005 -0.48082
O -0.85998 -2.38269 -1.03367
O -1.45139 -0.29033 0.61433
C -1.77704 0.97028 1.31717
H 2.18705 1.22640 -0.28644
H 2.55510 -0.36780 0.47637
H 2.38335 0.90205 1.48087
H -1.05072 1.24866 -1.69637
H 0.46269 -2.41183 0.30565
H 1.04671 -1.54663 -1.06617
H -1.18762 -1.73592 -1.70683
H -1.57811 1.93279 0.78690
H -1.22870 0.97862 2.16914
H -2.80595 0.94819 1.31450
*
```

Atom charges from the Mulliken analysis, given in e for atoms 1 to 2: number 1, C, carries -0.852; number 2, O, carries -0.447

=====

(4)
Computed, not measured: a structure of composition C11H25F6N3O2PPt in a non-equilibrium geometry, with wB97M-V/def2-TZVPD.

HOMO (spin up / spin down) in eV: -11.101 / -11.786
DFT total energy in Ha: -1808.574808

ORCA input file:
```
! wB97M-V def2-TZVPD RIJCOSX def2/J DEFGRID3
* xyz 1 3
Pt -1.03148 0.17503 -0.58570
N -2.43358 -1.71387 -0.27740
C -3.15578 -1.53157 0.97540
C -2.17378 -1.06817 2.06300
N -1.43768 0.13373 1.66740
C -1.98378 1.42783 2.08380
C -3.01668 1.96673 1.08730
N -2.41088 2.04263 -0.23780
H -3.05698 -1.77887 -1.07520
H -1.84628 -2.54287 -0.25670
H -3.64488 -2.45427 1.31180
H -3.92738 -0.77887 0.82080
H -1.45208 -1.87307 2.22470
H -2.71828 -0.91317 2.99950
H -0.47788 0.07293 1.99850
H -1.15008 2.13263 2.12470
H -2.43638 1.36733 3.08080
H -3.36838 2.94563 1.43390
H -3.87638 1.29803 1.03900
H -1.76468 2.82623 -0.31550
H -3.10098 2.12273 -0.97870
C 1.39292 -1.00417 -2.58480
C 0.48582 0.12223 -3.11720
O -0.78768 0.04043 -2.66640
C 1.10902 1.51573 -2.74980
F 1.03182 2.42283 -3.71490
F 0.44882 2.05253 -1.69080
F 2.38842 1.44583 -2.37060
C 0.43482 0.00013 -4.66720
F 0.07232 -1.23497 -5.02470
F 1.62822 0.22283 -5.22930
F -0.43868 0.83363 -5.21730
H 1.41322 -0.93217 -1.49660
H 2.39872 -0.91817 -2.98710
H 0.96572 -1.95867 -2.88380
C 3.95582 -0.02077 0.69930
P 2.32282 -0.27427 1.46160
C 2.10042 -2.05667 1.83240
C 2.34572 0.56193 3.09110
O 1.21432 0.22993 0.59650
H 4.76222 -0.38637 1.32860
H 4.08152 1.04493 0.51980
H 3.97542 -0.52937 -0.26070
H 2.67382 -2.34997 2.70460
H 2.40352 -2.65877 0.97800
H 1.04002 -2.23217 2.01490
H 3.14702 0.16483 3.70590
H 1.39792 0.41433 3.60560
H 2.50022 1.62763 2.93950
*
```

Atom charges from the Mulliken analysis, given in e for atoms 1 to 2: number 1, Pt, carries 1.499; number 2, N, carries -0.619